[1]
# C4H7NO

One molecule with the formula C4H7NO (the ωB97M-V functional and the def2-TZVPD basis, OMol25).

E_LUMO, eV: 0.61
Charge: 0
2S+1: 1

```
13
Properties=species:S:1:pos:R:3:forces:R:3
C 1.807593 0.494118 -0.279435 0.2 0.1 -0.1
C 0.614654 0.254404 0.619348 -0.1 0.0 -0.1
C -0.378720 -0.593339 -0.129230 -0.2 0.0 0.0
N -1.320543 0.062941 -1.471042 0.6 -0.6 1.6
C -1.703474 -0.176878 -0.305337 0.3 -0.3 -0.1
O -2.737413 -0.138664 0.533188 -0.9 0.2 0.0
H 2.562314 1.126338 0.188862 0.0 0.0 -0.1
H 2.250320 -0.470001 -0.554695 0.1 0.2 0.0
H 1.432347 0.960380 -1.194108 0.3 0.1 0.0
H 0.146352 1.191534 0.947328 0.1 -0.1 -0.2
H 0.912232 -0.266184 1.546901 -0.2 0.0 -0.4
H -0.185009 -1.671291 -0.148839 0.1 0.3 -0.5
H -3.400657 -0.773363 0.247063 -0.4 0.1 -0.1
```
Positions in Å, forces in eV/Å.

[2]
# C4H7NO

One molecule with the formula C4H7NO (the ωB97M-V functional and the def2-TZVPD basis, OMol25).

E_LUMO, eV: 1.02
Charge: 0
2S+1: 1

```
13
Properties=species:S:1:pos:R:3:forces:R:3
C 0.910526 0.771363 -0.170219 1.5 1.2 0.1
N -0.403588 1.133784 0.355047 0.9 1.3 0.0
C -0.875632 -0.101622 0.807169 -1.1 -2.2 0.2
C -0.619967 -0.933178 -0.447030 -2.4 -2.1 1.0
O -0.683390 -0.280011 -1.689960 1.1 -0.4 -0.1
C 0.594667 -0.460138 -0.981085 0.9 0.0 -1.1
H 1.570069 0.423883 0.652072 0.0 0.0 -0.1
H 1.463501 1.647593 -0.603058 -0.8 -0.9 -0.2
H -0.341267 1.766549 1.122154 0.2 0.7 0.4
H -0.133583 -0.613426 1.492891 -0.9 0.4 0.2
H -1.905219 -0.073994 1.232074 0.8 -0.1 -0.4
H -0.883395 -2.018107 -0.487540 0.2 1.0 0.3
H 1.307278 -1.262694 -1.282515 -0.3 1.3 -0.4
```
Positions in Å, forces in eV/Å.

[3]
# C4H7NO

One molecule with the formula C4H7NO (the ωB97M-V functional and the def2-TZVPD basis, OMol25).

E_LUMO, eV: 0.85
Charge: 0
2S+1: 1

```
13
Properties=species:S:1:pos:R:3:forces:R:3
C 1.378540 -0.595863 0.015532 0.1 0.1 0.0
C -0.047781 -0.083527 -0.116851 0.0 -0.2 0.1
C -1.118141 -1.016081 0.330935 -0.4 0.1 0.0
O -2.288719 -0.863319 0.058309 0.4 -0.1 0.3
C -0.193882 1.381441 0.107815 0.1 0.2 0.2
N -0.513634 0.821296 -1.186207 0.1 -0.1 -0.1
H 1.498333 -1.686060 0.088631 -0.3 0.3 -0.2
H 2.017041 -0.220672 -0.788418 -0.1 0.0 0.1
H 1.725807 -0.169728 0.962127 0.3 -0.2 -0.1
H -0.767499 -1.917691 0.870486 -0.1 0.1 0.1
H -0.929133 1.781822 0.804109 -0.1 -0.2 -0.4
H 0.767636 1.893352 0.091437 -0.2 0.1 0.2
H -1.528568 0.675024 -1.237903 0.3 0.0 -0.1
```
Positions in Å, forces in eV/Å.

The calculation returns the following Kohn-Sham gap values, one per record and in order: 10.26; 10.30; 10.59 eV.